i.
9
Properties=species:S:1:pos:R:3:mulliken_charge:R:1 method="wB97M-V/def2-TZVPD" multiplicity=1 homo_lumo_gap_ev=9.96
N 2.24359 -0.52441 -0.11961 -0.426
C 1.02101 0.06147 0.03348 0.607
N 0.59223 1.26370 -0.01832 -0.420
N -0.80320 1.21188 0.00020 -0.288
C -1.04776 -0.02100 0.12950 0.513
F -2.19242 -0.64723 -0.12844 -0.220
O 0.02595 -0.83665 0.14167 -0.273
H 3.01200 0.14897 -0.03641 0.264
H 2.44437 -1.53167 0.04520 0.244

***

ii.
9
Properties=species:S:1:pos:R:3:mulliken_charge:R:1 method="wB97M-V/def2-TZVPD" multiplicity=1 homo_lumo_gap_ev="8.12 / 8.12"
C -0.99087 -1.05642 0.00215 -0.046
C 0.67068 0.85499 0.06474 0.509
N 0.09195 -1.56423 -0.04730 0.258
N 1.58849 0.01627 -0.12775 -0.048
N 1.34461 -1.27075 0.11363 -0.666
O -0.51314 0.79105 0.67574 -0.420
F 0.94360 2.16909 -0.31581 -0.261
H -1.95696 -1.19146 -0.51374 0.311
H -1.17835 1.25144 0.14833 0.363

***

Ordering by calculated energy gives the sequence i, ii, with the first entry being the most stable.

***

i.
8
Properties=species:S:1:pos:R:3:mulliken_charge:R:1 method="wB97M-V/def2-TZVPD" multiplicity=1 homo_lumo_gap_ev=9.01
N -0.35534 0.96797 0.10525 -0.461
O 1.68791 0.30732 1.37002 -0.363
O 2.25704 0.18902 -1.06910 -0.503
S 2.55896 -0.62581 0.07797 0.493
S 0.98333 1.58088 0.71695 0.136
H -0.16109 0.40807 -0.67755 0.271
H -1.09498 0.59984 0.78417 0.274
H 1.57021 -1.59392 0.04479 0.153

***

ii.
8
Properties=species:S:1:pos:R:3:mulliken_charge:R:1 method="wB97M-V/def2-TZVPD" multiplicity=1 homo_lumo_gap_ev=9.18
N -0.70452 -0.36045 0.21876 -0.473
O 0.98009 0.57695 1.94255 -0.571
O -0.12313 1.94913 -0.10199 -0.304
S 0.24745 2.40763 -1.62745 -0.005
S -0.55128 0.83856 1.03791 0.635
H -0.10733 1.20809 -2.20455 0.138
H -0.61183 -1.32520 0.40632 0.256
H 1.35597 -0.31183 1.79993 0.323

***

Ordering by calculated energy gives the sequence i, ii, with the first entry being the most stable.

***

i.
13
Properties=species:S:1:pos:R:3:mulliken_charge:R:1 method="wB97M-V/def2-TZVPD" multiplicity=1 homo_lumo_gap_ev=8.85
C -0.32624 -0.72642 1.37321 -0.624
O -1.50188 -0.30155 0.66680 -0.278
C -1.63306 -0.45107 -0.66601 0.343
S -3.05445 -0.86599 -1.33431 -0.219
S -0.11728 -0.02159 -1.66726 -0.167
C 0.54983 1.33272 -0.73713 -0.205
N 1.70639 1.35698 -0.21623 -0.178
O 2.49375 0.23799 -0.44754 -0.282
H -0.02175 0.10303 2.02819 0.258
H -0.64744 -1.59547 2.00315 0.277
H 0.52589 -0.96016 0.73594 0.337
H -0.03060 2.23898 -0.68124 0.440
H 2.05684 -0.34744 -1.05757 0.298

***

ii.
13
Properties=species:S:1:pos:R:3:mulliken_charge:R:1 method="wB97M-V/def2-TZVPD" multiplicity=1 homo_lumo_gap_ev=9.15
N 2.61087 1.54468 -0.25946 -0.420
C 1.83258 0.50667 -0.03057 0.526
S 2.37497 -0.98132 0.36638 -0.396
S 0.18330 0.93486 -0.21936 -0.210
C -0.65552 -0.66697 0.07917 -0.409
C -2.13015 -0.42568 -0.11348 0.377
O -2.71799 0.59116 -0.28297 -0.521
O -2.78657 -1.60037 0.10959 -0.452
H 3.60707 1.48178 -0.01585 0.234
H 2.20348 2.44330 -0.38502 0.184
H -0.29307 -1.46462 -0.57506 0.401
H -0.47961 -0.96598 1.15617 0.340
H -3.74938 -1.39750 0.17044 0.346

***

Ordering by calculated energy gives the sequence ii, i, with the first entry being the most stable.

***

i.
88
Properties=species:S:1:pos:R:3:mulliken_charge:R:1 method="wB97M-V/def2-TZVPD" multiplicity=1 homo_lumo_gap_ev=10.66
Cl -5.47289 -0.69074 2.43842 -0.200
C -4.68304 0.41712 1.32828 0.268
C -5.08602 1.87508 1.47747 0.121
Cl -6.87418 2.06084 1.55653 -0.206
H -5.06738 0.08425 0.36413 0.238
H -3.60154 0.28288 1.34933 -0.304
H -4.77870 2.36742 0.55483 0.057
H -4.64011 2.33619 2.35874 0.016
Cl 0.57246 0.39989 -1.81658 -0.026
C 0.25341 -0.67514 -0.43238 0.963
C -0.49338 0.09501 0.64195 0.683
Cl -0.54663 -1.01972 1.96749 -0.146
H 1.21522 -0.97376 -0.01544 -0.715
H -0.31169 -1.49757 -0.87099 -0.430
H -1.48116 0.41135 0.30679 -0.369
H 0.08260 0.96266 0.96372 0.002
Cl 3.37348 0.19270 1.19345 -0.024
C 4.95952 -0.23795 0.56210 -0.198
C 5.52007 -1.56487 1.06681 -0.313
Cl 5.91342 -1.59303 2.85535 -0.196
H 5.84072 0.37839 0.74019 0.351
H 4.84608 -0.32785 -0.51825 0.006
H 6.22606 -1.99369 0.35562 0.465
H 4.80030 -2.35534 0.85428 -0.086
Cl -0.38341 -3.21068 -3.00996 -0.007
C -1.97701 -4.02687 -2.86764 -0.679
C -2.11239 -4.77053 -1.52130 -0.508
Cl -2.20782 -3.42995 -0.33327 -0.125
H -2.03651 -4.67990 -3.73834 0.423
H -2.76411 -3.27396 -2.82630 0.268
H -1.34754 -5.42024 -1.09587 0.314
H -3.11838 -5.18631 -1.46456 0.327
Cl -2.30302 2.15821 3.82186 -0.114
C -1.52927 3.69302 4.32314 -0.378
C -0.00310 3.68599 4.32721 -0.556
Cl 0.70844 2.94068 2.86285 -0.098
H -1.94797 3.96584 5.29183 0.413
H -1.78673 4.36630 3.50551 0.084
H 0.33995 3.09543 5.17672 0.284
H 0.43117 4.68129 4.42145 0.364
Cl 1.16580 3.61354 -5.15995 -0.198
C 2.80384 3.08128 -4.89278 -0.440
C 2.99574 2.46939 -3.53346 0.131
Cl 4.70096 2.27420 -3.02187 -0.217
H 3.37326 3.99777 -5.04739 0.350
H 3.13292 2.43343 -5.70525 0.289
H 2.48002 1.50960 -3.50297 -0.275
H 2.61088 3.10640 -2.73708 0.346
Cl -2.55497 -1.31166 -5.32930 -0.197
C -1.82412 0.08400 -4.53741 0.108
C -2.93135 0.89440 -3.82721 -0.506
Cl -3.34252 0.00509 -2.35379 -0.100
H -1.50086 0.73464 -5.34998 0.341
H -1.17178 -0.40738 -3.81553 -0.305
H -3.76549 1.04924 -4.51156 0.429
H -2.52501 1.86353 -3.53775 0.232
Cl 2.00582 -1.58777 5.80022 -0.173
C 0.34503 -2.25134 5.90306 -0.168
C -0.73326 -1.15046 5.63487 -0.076
Cl -0.69664 0.13334 6.81200 -0.200
H 0.14604 -2.76394 6.84420 0.361
H 0.19247 -2.88566 5.02987 0.081
H -1.76467 -1.49825 5.57712 0.384
H -0.50743 -0.67960 4.67810 -0.217
Cl 1.94667 -5.22563 -0.19973 -0.210
C 1.65055 -3.85071 0.90682 0.419
C 2.14049 -4.07088 2.34076 -0.086
Cl 1.22061 -5.37289 3.06649 -0.215
H 0.58594 -3.69519 0.73214 0.018
H 2.22155 -2.99978 0.53537 -0.281
H 1.93267 -3.22346 2.99405 0.067
H 3.19037 -4.36387 2.34434 0.308
Cl 4.27321 -2.51955 -2.09489 -0.182
C 3.13562 -2.08729 -3.45276 0.162
C 3.86192 -1.43027 -4.58606 -0.371
Cl 2.77273 -0.71881 -5.80747 -0.198
H 2.26736 -1.54258 -3.08195 -0.343
H 2.72519 -3.01632 -3.84844 0.364
H 4.59941 -2.04580 -5.10115 0.422
H 4.40568 -0.60036 -4.13475 0.129
Cl -2.25206 3.07267 0.06802 0.048
C -2.30782 4.84455 0.20821 -0.708
C -3.70824 5.21822 0.72433 -0.392
Cl -3.50115 6.95093 1.19678 -0.215
H -2.17812 5.28467 -0.78051 0.386
H -1.49713 5.18791 0.85085 0.300
H -4.18150 4.78419 1.60509 0.193
H -4.46766 5.18428 -0.05684 0.438

***

ii.
88
Properties=species:S:1:pos:R:3:mulliken_charge:R:1 method="wB97M-V/def2-TZVPD" multiplicity=1 homo_lumo_gap_ev=10.49
Cl 3.04919 3.63595 3.84293 -0.193
C 1.59414 3.53083 4.86284 -0.386
C 1.06038 2.11684 4.82059 0.332
Cl -0.26423 1.87788 6.01762 -0.211
H 0.89456 4.24586 4.43879 0.174
H 1.81907 3.84622 5.87830 0.394
H 1.85711 1.42452 5.08645 0.204
H 0.66789 1.83088 3.84928 -0.304
Cl 5.60731 0.11842 3.15441 -0.219
C 4.68716 0.31586 1.62887 -0.012
C 4.63983 -1.01249 0.89340 -0.095
Cl 4.03775 -0.81081 -0.78430 -0.120
H 5.11357 1.08669 0.98709 0.416
H 3.71122 0.71378 1.89326 -0.209
H 3.98503 -1.71515 1.40188 -0.167
H 5.64006 -1.42188 0.79307 0.422
Cl -0.79950 1.97398 -5.71407 -0.189
C -1.51578 2.73711 -4.26815 0.305
C -2.22192 4.04829 -4.55178 -0.438
Cl -3.78123 3.82395 -5.41467 -0.196
H -0.71570 2.86459 -3.54204 0.124
H -2.19211 1.96576 -3.91697 -0.282
H -1.61169 4.75340 -5.10240 0.397
H -2.50703 4.43314 -3.57445 0.269
Cl 1.04613 -5.69015 -1.74163 -0.199
C 2.16121 -4.42418 -1.13655 -0.302
C 1.80093 -4.10870 0.31625 -0.141
Cl 0.17240 -3.40181 0.40040 -0.035
H 2.08776 -3.52263 -1.73934 0.188
H 3.16045 -4.83934 -1.23061 0.370
H 2.50335 -3.47476 0.85429 -0.296
H 1.74884 -5.03516 0.88732 0.392
Cl -0.76336 4.42928 2.25737 -0.159
C -2.22691 3.48691 2.04209 0.514
C -2.97789 3.22299 3.35392 -0.178
Cl -3.27780 4.73578 4.23067 -0.198
H -1.92922 2.53554 1.60364 -0.659
H -2.87385 4.01193 1.34349 0.388
H -2.43243 2.49292 3.94215 0.029
H -3.96177 2.84529 3.08175 0.325
Cl -0.45959 -1.06131 -1.94921 -0.048
C 0.46086 0.25214 -1.12523 -0.234
C 0.26718 0.17413 0.38778 1.269
Cl 1.29761 1.44980 1.07497 -0.202
H 0.06950 1.18501 -1.51510 0.105
H 1.51622 0.12355 -1.34680 0.016
H 0.53319 -0.77906 0.82756 -0.435
H -0.75874 0.40858 0.65348 -0.534
Cl -2.02929 -0.06223 3.03911 0.032
C -2.53277 -1.59499 3.77653 -0.818
C -2.38867 -2.72895 2.78487 0.201
Cl -3.47095 -2.53239 1.35490 -0.154
H -3.56203 -1.43331 4.09176 0.399
H -1.91944 -1.77157 4.65786 0.265
H -2.53820 -3.73669 3.15423 0.414
H -1.37986 -2.63954 2.38492 -0.332
Cl -0.34862 -3.64784 -6.37653 -0.205
C -0.86907 -2.27374 -5.39268 0.341
C -2.30677 -1.89612 -5.70075 -0.001
Cl -2.47921 -1.29576 -7.33597 -0.182
H -0.16664 -1.45563 -5.54334 -0.231
H -0.71729 -2.60487 -4.36574 0.014
H -2.58214 -1.04157 -5.07778 -0.141
H -2.97993 -2.71578 -5.46478 0.388
Cl 1.31755 -1.51491 3.44315 0.034
C 2.48959 -2.13067 4.67704 -0.679
C 1.74362 -2.52979 5.93305 -0.478
Cl 0.63330 -3.88243 5.68291 -0.178
H 3.16945 -1.30455 4.86751 0.282
H 2.98869 -2.96006 4.18691 0.351
H 1.19296 -1.69155 6.35028 0.276
H 2.51845 -2.82176 6.64518 0.392
Cl -4.96880 0.23410 -3.32764 -0.180
C -4.05399 -0.35996 -1.92100 0.198
C -3.97561 0.68204 -0.85050 -0.168
Cl -2.73844 1.94295 -1.20107 -0.180
H -3.06045 -0.63650 -2.26188 -0.341
H -4.52456 -1.24879 -1.50192 0.367
H -3.76421 0.26652 0.13889 -0.151
H -4.87343 1.26185 -0.63731 0.488
Cl 2.73833 -0.94349 -4.99311 -0.164
C 2.21533 0.70115 -5.43790 -0.276
C 2.15817 1.62161 -4.22531 0.173
Cl 3.77491 1.90568 -3.60178 -0.177
H 1.25780 0.60483 -5.94866 -0.053
H 2.88010 1.12727 -6.18969 0.429
H 1.51864 1.12382 -3.49502 -0.205
H 1.71430 2.58325 -4.47133 0.257

***

Ordering by calculated energy gives the sequence ii, i, with the first entry being the most stable.